Formula: C4H12S2
Source: the Open Molecules 2025 dataset
Level of theory: wB97M-V/def2-TZVPD

Geometry as XYZ:
```
18
Properties=species:S:1:pos:R:3:nbo_charge:R:1
S -1.50454 -2.96580 1.97274 -0.122
S 0.38292 -3.68486 1.41876 -0.144
H -1.81381 -2.71018 0.70396 0.133
H 0.83558 -4.02583 2.62614 0.140
C 0.01073 -0.21823 0.42037 -0.602
C 0.29949 0.72039 -0.73060 -0.221
C -0.94020 1.32119 -1.33359 -0.605
C 1.27672 1.85884 -0.38718 -0.603
H 0.93492 -0.70891 0.80696 0.219
H -0.43224 0.34722 1.26723 0.202
H -0.72678 -0.95760 0.07968 0.193
H 0.80985 0.09803 -1.54505 0.184
H -0.61815 1.93268 -2.18327 0.208
H -1.42814 2.01249 -0.62895 0.199
H -1.71819 0.59116 -1.65175 0.205
H 2.19911 1.42272 0.10202 0.205
H 1.57706 2.41677 -1.27573 0.208
H 0.85568 2.54993 0.33825 0.200
```

Calculated values
Max |F| in hartree/bohr: 0.035
SMILES string: CC(C)C.SS
Orbital gap in eV: 8.8
E_tot in eV: -26012.695
HOMO energy in eV: -8.527
LUMO level in eV: 0.2

***

Formula: C4H12S2
Source: the Open Molecules 2025 dataset
Level of theory: wB97M-V/def2-TZVPD

Geometry as XYZ:
```
18
Properties=species:S:1:pos:R:3:nbo_charge:R:1
C -1.45726 1.25639 1.45420 -0.644
C -0.26667 0.75896 2.34270 -0.409
S 1.43101 1.32146 1.49283 -0.213
H -1.05688 1.53260 0.41477 0.230
H -2.28607 0.49803 1.32176 0.218
H -1.96749 2.17331 1.96314 0.213
H -0.05091 -0.30666 2.31557 0.209
H -0.61415 0.96174 3.30873 0.227
H 1.66059 1.55446 0.15050 0.172
C 0.39576 -1.72293 -0.77263 -0.644
C 0.58638 -1.17552 -2.16049 -0.445
S -0.31769 0.47343 -2.73090 -0.120
H 0.82295 -1.00196 -0.01977 0.221
H -0.70608 -1.90129 -0.61584 0.207
H 0.87741 -2.73710 -0.67351 0.222
H 0.33357 -1.97729 -2.87760 0.211
H 1.66306 -0.82897 -2.22570 0.208
H 0.95246 1.12134 -2.68776 0.136
```

Calculated values
Max |F| in hartree/bohr: 0.091
SMILES string: CCS.CCS
Orbital gap in eV: 9.3
E_tot in eV: -26010.518
HOMO energy in eV: -9.023
LUMO level in eV: 0.2

***

Formula: C4H12S4Si
Source: the Open Molecules 2025 dataset
Level of theory: wB97M-V/def2-TZVPD

Geometry as XYZ:
```
21
Properties=species:S:1:pos:R:3:nbo_charge:R:1
C -2.65056 -0.65060 -0.41202 -0.706
C 1.71420 -2.70333 -0.91189 -0.687
C -0.49475 2.51488 -1.58424 -0.744
C 1.38910 1.04095 2.66993 -0.706
Si 0.06132 -0.50179 0.42743 1.013
S -1.90275 0.04110 1.10212 -0.173
S -0.04514 -2.21084 -0.81963 -0.207
S 1.06410 1.75736 -1.05032 -0.265
S 1.47848 -0.66439 2.07391 -0.195
H -2.58604 0.09855 -1.08407 0.215
H -3.72480 -1.04082 -0.14751 0.240
H -2.18584 -1.51305 -0.77416 0.218
H 2.10717 -2.23688 -1.85063 0.238
H 1.72422 -3.68272 -0.81705 0.217
H 2.25431 -2.39222 -0.06237 0.230
H -0.77102 2.28329 -2.52231 0.193
H -0.44186 3.63440 -1.70094 0.218
H -1.29579 2.20632 -0.81507 0.211
H 2.27608 1.33616 3.08874 0.225
H 0.76034 1.05145 3.42136 0.208
H 1.26926 1.63218 1.76873 0.257
```

Calculated values
Max |F| in hartree/bohr: 0.099
Orbital gap in eV: 7.8
E_tot in eV: -55561.075
HOMO energy in eV: -8.083
LUMO level in eV: -0.3

***

Formula: C4H13CdINO2
Source: the Open Molecules 2025 dataset
Level of theory: wB97M-V/def2-TZVPD

Geometry as XYZ:
```
22
Properties=species:S:1:pos:R:3:nbo_charge:R:1
Cd -24.91853 16.34701 34.33682 0.635
I -23.31981 13.05080 31.38161 0.208
C -28.16876 7.69428 25.77400 -0.623
C -29.46871 8.04145 26.65284 -0.069
C -30.66145 7.14783 26.31233 -0.080
O -31.25539 7.53335 25.01671 -0.546
C -32.52035 6.87219 24.77351 -0.262
N -29.03394 7.95085 28.05293 -0.745
H -27.35068 8.41033 25.85229 0.206
H -28.52802 7.57657 24.75166 0.232
H -27.66847 6.77654 26.08313 0.198
H -29.71398 9.05293 26.32900 0.210
H -31.47880 7.38527 26.99325 0.181
H -30.54710 6.07506 26.46788 0.179
H -32.56241 5.86287 24.36409 0.184
H -33.03649 7.54355 24.08722 0.198
H -33.14899 6.95853 25.65977 0.168
H -28.64033 7.02516 28.14383 0.361
H -28.34595 8.68416 28.14797 0.364
O -22.42181 8.62823 35.97250 -0.927
H -22.59728 9.20617 35.22992 0.460
H -22.26613 9.22187 36.70708 0.467
```

Calculated values
Max |F| in hartree/bohr: 0.048
Total charge: +1
Orbital gap in eV: 1.5
E_tot in eV: -22596.023
HOMO energy in eV: -11.059
LUMO level in eV: -9.6

***

Formula: C4H13N2
Source: the Open Molecules 2025 dataset
Level of theory: wB97M-V/def2-TZVPD

Geometry as XYZ:
```
19
Properties=species:S:1:pos:R:3:nbo_charge:R:1
C 1.41974 0.07964 0.14302 -0.294
N 0.86253 0.51528 -1.16859 -0.688
C 0.42632 1.92131 -0.99540 -0.439
C 0.60278 -1.08957 0.59331 -0.210
N -0.91376 -1.17135 -0.05990 -0.578
C -1.89240 -0.91422 1.02504 -0.443
H 2.59113 0.00007 0.14499 0.266
H 1.38179 0.97949 0.89269 0.224
H 1.34697 0.47548 -2.03819 0.408
H 0.78031 2.52511 -0.12693 0.208
H 0.61857 2.47208 -1.89914 0.222
H -0.65318 2.01670 -0.96968 0.188
H 0.95368 -2.07147 0.21129 0.225
H 0.62209 -1.07037 1.78591 0.252
H -0.97496 -1.97251 -0.75930 0.450
H -0.80006 -0.41742 -0.82080 0.474
H -1.93754 -1.63716 1.87477 0.256
H -1.59200 0.00553 1.64761 0.238
H -2.84202 -0.64663 0.51931 0.242
```

Calculated values
Max |F| in hartree/bohr: 0.067
Total charge: +1
SMILES string: CNCC[NH2+]C
Orbital gap in eV: 10.6
E_tot in eV: -7330.355
HOMO energy in eV: -13.702
LUMO level in eV: -3.1

***

Formula: C4H13N2
Source: the Open Molecules 2025 dataset
Level of theory: wB97M-V/def2-TZVPD

Geometry as XYZ:
```
19
Properties=species:S:1:pos:R:3:nbo_charge:R:1
C 1.67581 0.59285 -0.87516 -0.626
C 1.79463 0.15344 0.57826 -0.255
C 0.15756 0.08107 2.30851 0.026
N 0.45926 -0.16502 1.08735 -0.454
H 1.60977 -0.31585 -1.49697 0.200
H 0.75230 1.15358 -1.07148 0.201
H 2.52677 1.21133 -1.26007 0.258
H 2.44480 -0.74159 0.69953 0.232
H 2.22392 0.97231 1.14825 0.203
H -0.87697 -0.10167 2.68894 0.199
H 0.73122 0.88817 2.79239 0.189
H -0.47973 -0.66915 0.08444 0.439
C -2.20900 0.05672 -0.96204 -0.427
N -1.18812 -1.00155 -0.69841 -0.718
H -2.88182 -0.24925 -1.79691 0.237
H -1.65856 0.96852 -1.24341 0.227
H -2.78495 0.23201 -0.04766 0.230
H -1.62223 -1.87251 -0.39412 0.421
H -0.67465 -1.19342 -1.54144 0.418
```

Calculated values
Max |F| in hartree/bohr: 0.052
Total charge: +1
Orbital gap in eV: 11.3
E_tot in eV: -7331.879
HOMO energy in eV: -14.573
LUMO level in eV: -3.3